Record 1
A 2-piece molecular cluster, C4H12NO2 overall at a distorted geometry, computed with ωB97M-V/def2-TZVPD.

Geometry as XYZ:
```
19
Properties=species:S:1:pos:R:3:forces:R:3
C 0.300002 0.786834 -1.377657 2.16 -0.13 -0.62
C 0.780645 0.469148 0.055877 -0.70 -1.31 -1.03
C 0.856072 1.675821 0.984808 0.30 -0.91 1.46
N -0.090814 -0.638438 0.516510 0.74 1.01 -0.19
C -1.614247 -0.396365 0.521465 -1.15 0.19 -0.27
O -2.162427 -0.578790 1.704187 0.25 -0.11 0.07
H -0.475416 1.496911 -1.532952 -0.88 0.61 0.55
H 1.185794 1.227466 -1.892334 -0.49 -0.29 -0.09
H 0.006297 -0.127962 -1.909495 0.24 0.19 0.18
H 1.855076 0.084670 -0.031416 -1.36 0.15 -0.10
H -0.115867 1.717610 1.631497 1.75 0.42 -1.33
H 1.747220 1.349738 1.655393 -1.51 1.28 -0.56
H 1.130182 2.563667 0.362454 -0.37 -0.30 0.98
H 0.224364 -0.918619 1.446239 -0.81 0.14 0.00
H -1.985490 0.565894 -0.004322 1.40 0.25 0.73
H -2.001719 -1.044244 -0.314998 0.22 -0.81 0.28
H 0.339034 -3.201872 -0.057645 0.20 -0.39 0.63
H -0.171889 -2.071490 -0.793739 0.18 0.26 0.13
O 0.193183 -2.959976 -0.963873 -0.16 -0.23 -0.83
```
Positions in Å, forces in eV/Å.

Results
2S+1: 1
DFT total energy: -9926.6910 eV
net charge: -1
max |F|: 2.3 eV/Å

***

Record 2
A 2-piece molecular cluster, C32H56N3O4S overall, computed with ωB97M-V/def2-TZVPD.

Geometry as XYZ:
```
96
Properties=species:S:1:pos:R:3:forces:R:3
C 5.430711 -2.365592 1.177713 -0.09 -0.23 -0.04
C 6.164885 -2.894659 -0.053856 0.15 0.21 0.25
C 6.247552 -1.866225 -1.179404 -0.19 -0.02 -0.08
C 4.946627 -1.734070 -2.000113 0.07 -0.02 0.30
C 4.226000 -0.385741 -1.854488 -0.12 -0.22 0.00
C 3.438150 0.068843 -3.096615 0.15 0.13 0.21
C 2.027777 0.537281 -2.750966 0.10 0.15 -0.23
C 1.315253 1.316754 -3.878020 -0.07 -0.48 0.22
C 0.583582 2.572249 -3.402796 -0.03 -0.11 -0.18
C -0.827832 2.342502 -2.842729 0.04 0.09 -0.21
C -0.957385 1.079540 -2.002322 -0.13 -0.05 0.15
C -2.373148 0.840533 -1.493429 0.16 0.28 -0.57
C -2.922791 1.957168 -0.626529 -0.23 0.18 0.60
C -2.047678 2.211161 0.619990 0.16 0.06 0.05
C -1.310117 3.563346 0.644176 -0.06 -0.08 -0.14
N 0.003966 3.420072 1.262439 -0.19 0.43 0.03
C 1.122983 3.332003 0.299222 -0.02 -0.47 0.30
C 2.137009 2.243434 0.622165 0.02 0.02 -0.24
C 0.225433 4.360971 2.310922 0.08 -0.17 -0.24
C 1.276545 3.990714 3.310922 0.37 0.05 -0.20
O -0.412856 5.377916 2.387714 -0.30 0.14 0.29
N -4.333092 1.654089 -0.335501 0.35 -0.06 -0.06
C -4.466692 0.448537 0.452854 -0.14 0.01 0.00
C -3.873430 -0.744670 -0.282369 -0.42 0.19 -0.12
S -4.966402 -1.306054 -1.636935 0.07 -0.29 0.08
N -2.460298 -0.452894 -0.711080 -0.15 -0.13 -0.05
C -1.809721 -1.632052 -1.373744 0.37 -0.62 0.02
C -1.819422 -2.867020 -0.507872 0.01 -0.02 0.36
C -2.585751 -3.963410 -0.902633 0.20 0.09 0.15
C -2.585883 -5.134226 -0.156308 0.05 0.17 -0.08
C -1.816825 -5.210194 0.994985 -0.08 0.08 -0.13
C -1.054528 -4.120122 1.398782 -0.17 -0.08 -0.14
C -1.038637 -2.934338 0.667289 -0.12 -0.20 -0.19
C -0.210758 -1.776600 1.162694 -0.14 0.07 -0.51
H 5.607816 -3.010793 2.037635 -0.02 -0.01 0.05
H 4.349897 -2.334881 1.024173 -0.04 0.13 -0.06
H 5.773112 -1.363791 1.434121 0.01 0.06 0.04
H 7.176425 -3.171740 0.247033 0.04 -0.05 -0.02
H 5.674088 -3.805133 -0.400760 0.07 -0.09 -0.10
H 6.487915 -0.900691 -0.729002 0.10 0.06 -0.03
H 7.078572 -2.108790 -1.840609 0.02 -0.06 -0.05
H 4.272595 -2.520574 -1.651332 -0.12 -0.08 -0.22
H 5.147251 -1.940959 -3.050575 0.04 0.06 -0.08
H 3.531301 -0.465161 -1.012829 0.03 0.07 0.11
H 4.949815 0.379324 -1.574215 0.01 0.10 -0.04
H 3.968227 0.903885 -3.557891 0.04 -0.04 -0.17
H 3.408107 -0.740155 -3.826834 -0.08 0.00 -0.12
H 1.446731 -0.345344 -2.469103 -0.05 0.02 0.21
H 2.106288 1.184692 -1.872762 -0.08 -0.09 0.03
H 2.049105 1.575435 -4.639407 0.04 0.15 -0.01
H 0.605060 0.645160 -4.370560 0.00 0.06 -0.19
H 0.483719 3.250730 -4.249483 0.03 0.18 0.07
H 1.199312 3.072171 -2.652805 0.06 0.07 -0.08
H -1.126236 3.231700 -2.288799 -0.02 0.00 0.03
H -1.521745 2.265926 -3.685329 -0.07 -0.05 0.01
H -0.256293 1.083836 -1.161991 0.08 -0.01 -0.02
H -0.691635 0.253743 -2.655820 0.13 -0.04 0.03
H -3.029982 0.736950 -2.357234 -0.08 -0.13 0.05
H -2.927050 2.865742 -1.226535 -0.03 -0.05 -0.15
H -2.669698 2.165669 1.510910 -0.04 -0.08 0.13
H -1.277543 1.447587 0.770439 0.00 -0.08 -0.03
H -1.237434 3.983265 -0.362700 0.07 0.02 -0.01
H -1.888324 4.276416 1.222253 -0.01 0.09 -0.01
H 0.676469 3.091292 -0.664753 0.04 0.15 0.01
H 1.613475 4.303260 0.192669 0.02 0.07 -0.02
H 2.486013 2.286284 1.647951 0.02 -0.02 0.07
H 3.001405 2.339868 -0.036871 0.06 0.01 0.03
H 1.706696 1.257888 0.435338 -0.04 -0.07 0.17
H 1.196540 4.643749 4.172198 -0.06 -0.01 0.08
H 1.195315 2.942071 3.582004 -0.06 -0.03 0.11
H 2.265527 4.140193 2.870812 0.03 0.02 0.01
H -4.740386 2.438490 0.156683 -0.16 0.01 -0.06
H -4.029243 0.517867 1.457962 0.22 -0.05 0.02
H -5.521528 0.210710 0.587394 -0.04 0.10 0.05
H -3.837729 -1.586522 0.405457 0.18 -0.11 -0.03
H -4.348178 -0.754673 -2.681620 -0.02 0.23 -0.02
H -1.931561 -0.294011 0.153311 -0.03 0.04 0.09
H -0.783839 -1.361373 -1.601044 0.03 0.15 0.12
H -2.309592 -1.824177 -2.317885 -0.15 0.10 0.00
H -3.171276 -3.894915 -1.809295 -0.05 -0.03 -0.02
H -3.171925 -5.978135 -0.488525 -0.02 -0.06 0.03
H -1.808755 -6.128406 1.564886 0.06 0.00 0.09
H -0.451813 -4.206151 2.292889 0.07 0.07 0.04
H 0.284977 -1.245637 0.345350 0.10 -0.04 -0.05
H 0.561098 -2.105644 1.851100 -0.01 0.01 0.11
H -0.849681 -1.062024 1.677718 0.12 0.12 0.27
C -3.112486 -1.910588 3.885566 0.01 -0.01 0.05
C -4.026988 -1.190233 4.861232 -0.01 -0.07 -0.04
O -3.236002 -0.053127 5.230590 -0.06 -0.02 0.06
C -2.340087 0.193583 4.262053 0.01 0.01 -0.05
O -1.651171 1.154719 4.178870 0.04 0.08 -0.08
O -2.331357 -0.825149 3.353276 -0.24 -0.14 -0.01
H -3.637411 -2.422484 3.082465 0.03 0.07 -0.06
H -2.440145 -2.611145 4.381234 0.00 0.00 0.02
H -4.947000 -0.837414 4.392311 0.01 0.00 -0.01
H -4.271984 -1.771629 5.744527 0.07 0.06 0.06
```
Positions in Å, forces in eV/Å.

Results
2S+1: 1
DFT total energy: -57582.6937 eV
net charge: +1
max |F|: 0.7 eV/Å

***

Record 3
A 12-piece molecular cluster, C3H30NO11 overall at a distorted geometry, computed with ωB97M-V/def2-TZVPD.

Geometry as XYZ:
```
45
Properties=species:S:1:pos:R:3:forces:R:3
C 3.847677 0.326053 0.396322 0.53 -0.64 1.09
C 3.098870 -0.570384 -0.564483 -1.00 -0.56 -1.77
C 0.914275 0.068710 0.228930 -0.17 0.29 1.82
N 1.689654 -0.255386 -0.828529 -0.06 0.35 0.51
H 4.358371 -0.297515 1.142885 -0.08 -0.02 -0.11
H 4.658843 0.870422 -0.074464 -0.23 0.43 -0.22
H 3.205213 0.961887 1.001053 0.00 0.28 -0.37
H 3.600745 -0.557421 -1.537538 -0.03 0.00 0.09
H 3.057289 -1.628254 -0.281354 0.48 0.12 0.49
H -0.157619 0.079429 0.297876 -0.11 -0.06 -0.95
H 1.373169 0.218760 1.200022 0.21 -0.09 -0.17
H 1.279393 -0.087974 -1.730261 0.58 -0.15 -0.28
H -1.662574 -1.296529 1.323861 0.43 0.24 -0.15
H -2.390535 -2.427777 0.726668 0.06 -0.28 -0.37
O -1.553109 -1.960011 0.629175 -0.85 0.21 0.50
H -4.310211 1.162029 1.122180 -0.10 0.13 -0.15
H -4.741209 0.393107 -0.159104 -0.03 0.27 -0.13
O -4.263454 0.319000 0.667594 0.22 -0.44 0.30
H 1.953963 2.925698 -2.940484 0.14 0.16 0.18
H 1.079711 1.707217 -3.123211 -0.17 -0.02 0.69
O 1.439754 2.293504 -2.429137 0.10 0.14 -0.72
H -1.886257 -1.770357 -3.122270 0.38 0.36 0.06
H -1.738709 -3.250434 -3.015174 0.51 0.25 0.16
O -1.223176 -2.433010 -2.891761 -0.81 -0.66 -0.22
H 1.026916 -3.810348 -0.138143 -0.23 0.07 -0.33
H 0.025518 -2.664127 0.340075 0.26 -0.37 -0.13
O 0.860611 -3.141367 0.523386 0.30 0.04 0.48
H 1.104897 1.025374 4.771803 -0.06 -0.79 -0.19
H 0.850543 -0.461940 4.170720 0.37 0.09 -0.06
O 0.846777 0.492704 4.003656 -0.16 0.97 0.06
H -0.395099 1.360094 2.999485 -0.08 -0.13 0.12
H -1.457887 2.508014 3.061684 0.11 -0.02 0.29
O -1.237385 1.684503 2.621224 -0.29 0.09 -0.14
H -0.400641 3.018653 -0.120225 0.26 -0.23 0.37
H -1.349583 2.270683 0.983420 0.98 0.11 -0.39
O -1.189775 2.500285 0.039817 -1.23 0.04 -0.10
H 1.393178 -2.873784 3.133247 -0.07 -0.13 -0.11
H 1.612881 -1.824759 2.067479 -0.22 0.00 -0.03
O 1.491989 -1.925541 3.024623 0.14 -0.03 0.27
H -2.208350 1.805460 -1.207076 0.39 -0.39 -0.28
H -2.878505 2.585386 -2.237589 0.02 -0.22 -0.59
O -2.517829 1.692459 -2.140345 -0.52 0.62 0.93
H -0.528091 1.139972 -4.258233 -0.40 0.11 -0.07
H -1.100056 0.899282 -2.826530 0.10 0.21 -0.67
O -0.477892 0.550569 -3.504732 0.35 -0.39 0.28
```
Positions in Å, forces in eV/Å.

Results
2S+1: 2
DFT total energy: -27608.9147 eV
net charge: 0
max |F|: 2.1 eV/Å

***

Record 4
A 2-piece molecular cluster, C16H18BClN overall at a distorted geometry, computed with ωB97M-V/def2-TZVPD.

Geometry as XYZ:
```
37
Properties=species:S:1:pos:R:3:forces:R:3
Cl 6.434327 1.473953 -1.259212 -0.19 -0.02 0.13
C 4.725541 1.489496 -1.185230 -0.82 0.05 0.02
C 4.046073 2.556231 -0.576588 -0.08 0.20 -0.07
C 2.657996 2.588010 -0.566995 -0.01 -0.15 0.47
C 1.889696 1.525809 -1.110121 0.48 0.17 -0.25
C 0.458584 1.529242 -1.026657 0.31 0.32 -1.37
C -0.388020 0.757849 -1.998116 -0.71 0.05 0.20
C -1.854360 1.255805 -1.744124 1.00 -0.17 -0.12
C -1.685542 2.315940 -0.696619 1.44 -0.80 0.19
C -0.358364 2.433811 -0.305156 -1.22 0.39 0.10
C 2.603127 0.526099 -1.836101 -0.03 -0.13 0.46
C 3.991715 0.465807 -1.801948 -0.40 0.03 -0.29
H 4.624199 3.362092 -0.128185 -0.18 -0.13 -0.17
H 2.131929 3.457157 -0.153746 0.41 -0.43 0.02
H -0.075322 1.030187 -3.021921 0.00 -0.14 0.38
H -0.271236 -0.330278 -1.908984 -0.03 0.25 0.09
H -2.221999 1.687414 -2.680782 -0.26 0.05 0.17
H -2.547614 0.447985 -1.463934 0.12 0.38 0.03
H -2.528982 2.864701 -0.285643 0.27 0.10 -0.07
H 0.018540 3.152155 0.426058 -0.25 -0.37 -0.21
H 2.046822 -0.218698 -2.411783 0.27 0.08 0.40
H 4.519665 -0.354568 -2.282219 -0.13 0.23 0.00
H 0.029363 -0.304955 0.986976 -0.19 -0.34 0.27
B 0.028919 -1.043734 1.997168 0.52 0.67 -0.45
N -1.317831 -1.917171 1.927334 -0.68 -0.37 -0.07
C -1.615272 -2.845776 2.876530 -0.01 0.44 -0.60
C -2.781306 -3.603371 2.807206 0.06 -0.11 0.22
C -3.672014 -3.429843 1.751934 0.32 0.30 -0.13
C -3.352253 -2.473680 0.785680 0.01 0.04 0.01
C -2.187099 -1.731043 0.899568 0.31 -0.39 0.73
H 1.004832 -1.772026 1.926032 -0.38 -0.02 0.19
H 0.011077 -0.330312 2.986068 -0.11 -0.37 -0.09
H -0.892560 -2.961812 3.691566 -0.28 0.14 -0.45
H -2.984860 -4.334493 3.591568 0.11 0.26 -0.25
H -4.590774 -4.016278 1.675141 0.37 0.20 0.06
H -3.998517 -2.289841 -0.065575 0.01 -0.07 0.13
H -1.898493 -0.961849 0.180796 -0.07 -0.36 0.33
```
Positions in Å, forces in eV/Å.

Results
2S+1: 1
DFT total energy: -31565.3149 eV
net charge: +1
max |F|: 1.7 eV/Å